(1)
Density functional theory data (wB97M-V/def2-TZVPD) for a 2-piece molecular cluster, C11H15NO overall.

Geometry as XYZ:
```
28
Properties=species:S:1:pos:R:3:forces:R:3:mulliken_charge:R:1
H 1.0812 -0.3089 -4.0024 -0.14 0.16 -0.22 0.316
C -3.5979 0.6346 1.3803 -1.67 0.97 -0.88 -1.363
C -1.0081 0.5462 1.4903 -1.23 -0.88 -1.07 0.889
H 2.5408 -0.6353 2.2565 0.54 0.23 -0.33 0.412
H 0.9927 -0.7002 -1.6276 -0.07 0.03 -0.22 0.057
N -0.4893 1.8567 -0.2821 -0.30 -1.13 0.88 -0.190
H -1.6129 -0.9347 2.9497 -0.49 -0.23 0.31 0.314
C 1.9331 -0.8603 -3.6343 0.22 -0.47 0.84 -1.069
O 2.2277 -2.3625 -1.7388 0.12 0.14 -0.02 -0.557
C 1.3539 0.6419 0.9403 0.62 0.72 0.70 -0.492
H -4.1882 0.2170 0.5537 0.33 -0.42 0.10 0.301
H 1.9780 -1.8602 -4.0619 -0.34 -0.01 -0.08 0.304
H 2.8610 -0.3960 -3.9124 0.28 0.49 -0.42 0.283
H 0.7464 -1.6299 3.3514 -0.15 -0.30 0.06 0.375
H 2.7093 -0.3932 -1.6629 0.07 0.14 0.04 0.169
H 2.1997 1.2299 0.5939 -0.11 -0.30 -0.57 0.369
C 1.9268 -1.0064 -2.1032 -0.02 -0.43 0.00 0.163
H -3.6855 -0.0304 2.2327 0.56 -0.12 -0.01 0.318
H 1.4631 -2.7492 -1.3143 -0.13 -0.04 0.09 0.312
C -1.8910 1.8430 -0.1204 1.34 0.42 -0.16 -0.811
C 1.5787 -0.3028 1.9175 -1.14 -0.40 0.31 -0.553
H 0.0395 2.6641 -0.5243 0.03 0.51 -0.55 0.251
C 0.0314 1.0195 0.6909 0.49 0.24 0.51 -0.103
C 0.4954 -0.9069 2.5928 0.16 0.20 0.18 -0.683
H -4.2336 1.5020 1.6128 0.34 0.03 0.30 0.316
H -2.3892 2.3574 -0.8947 -1.07 0.48 -0.30 0.480
C -2.2538 1.0659 0.9140 0.67 -0.78 0.91 0.797
C -0.8093 -0.5013 2.4025 1.09 0.72 -0.38 -0.607
```
Forces are in eV/Å.

Energy above the lowest of the compared OMol25 structures with the same formula, charge and spin in kJ/mol: 68.8
E_HOMO in Eh: -0.299
E_LUMO in eV: 0.831
Max |F| in eV Å⁻¹: 2.1



(2)
Density functional theory data (wB97M-V/def2-TZVPD) for the molecule C11H15NO.

Geometry as XYZ:
```
28
Properties=species:S:1:pos:R:3:forces:R:3:mulliken_charge:R:1
H 1.3366 -2.4653 -0.9825 1.35 1.15 -0.40 0.332
H -5.0078 1.2124 0.6150 0.93 -1.69 -1.65 0.205
H -0.7280 -2.1111 -0.9253 -1.30 1.15 0.60 0.100
C -1.1487 -1.1163 -0.5588 3.05 -1.39 0.32 -0.601
C -3.0799 0.2795 -0.0338 2.02 3.48 0.21 0.251
H 1.3275 1.9174 1.4210 2.46 0.40 -3.08 0.284
H -3.2413 -1.7794 -0.7452 2.17 2.51 1.94 0.159
H 2.7649 0.7340 -1.3664 -0.88 0.88 1.36 0.436
C -0.1198 -0.1668 -0.3445 -4.16 2.66 -0.28 1.176
H -0.2150 2.2607 0.0350 -0.63 -2.88 -0.71 0.077
H -2.1990 2.5222 0.0877 -1.46 -1.69 0.33 0.218
C 2.0832 -2.0460 0.9840 0.90 4.38 0.48 -0.983
O -5.1738 -0.8303 0.1564 1.66 2.92 -0.83 -0.531
C -2.1057 1.3896 0.0410 -0.53 0.75 -0.49 -0.889
C -0.7549 1.2198 -0.1395 1.48 -0.12 0.90 -0.034
H 1.1605 -2.1964 1.4071 -2.65 -0.10 0.86 0.338
C 2.2134 1.9694 0.4813 -0.35 -0.21 3.25 -1.027
C 1.8599 1.0210 -0.7074 0.67 0.26 -3.67 -0.796
C -2.4766 -0.8699 -0.2982 -1.28 -6.03 -3.67 -0.161
H 2.5999 -2.9148 1.3117 1.28 -0.57 -0.43 0.418
C 1.9788 -1.6491 -0.5371 -1.79 -0.07 2.84 -0.497
H 2.3415 3.0761 0.0732 -0.27 -2.42 1.06 0.306
H 2.4675 -1.0095 1.5225 -0.51 -2.88 -1.03 0.161
H 3.1762 1.6275 1.1319 -2.01 0.86 -1.96 0.299
C -4.4950 0.2291 0.1151 -3.88 -0.28 3.35 -0.122
H 1.1821 1.6111 -1.5150 1.58 -1.05 2.02 0.431
H 3.0788 -1.6290 -0.6311 -0.84 0.72 -1.99 0.322
N 1.1747 -0.2858 -0.5980 2.99 -0.73 0.67 0.125
```
Forces are in eV/Å.

Energy above the lowest of the compared OMol25 structures with the same formula, charge and spin in kJ/mol: 540.1
E_HOMO in Eh: -0.291
E_LUMO in eV: 0.290
Max |F| in eV Å⁻¹: 7.2



(3)
Density functional theory data (wB97M-V/def2-TZVPD) for the molecule C11H15NO2Si.

Geometry as XYZ:
```
30
Properties=species:S:1:pos:R:3:forces:R:3:mulliken_charge:R:1
C 0.8039 -0.6891 0.3794 0.15 0.10 0.38 -0.562
Si 1.9559 0.2626 1.5005 0.68 0.00 0.76 0.262
H 1.8765 0.5479 3.9944 0.20 0.10 0.08 0.317
H 1.6038 2.7613 1.2959 -0.15 0.08 0.03 0.313
C -3.3749 -0.1152 -1.1941 -0.20 0.11 -0.11 -0.753
C -0.9410 -0.6259 -2.5303 -0.26 0.23 -0.27 -1.009
C -3.0574 0.5369 -2.3247 -0.38 0.07 0.26 -0.497
H -0.0515 -0.8817 -3.0792 0.15 -0.03 -0.15 0.426
C -2.8532 -1.9041 0.3347 -0.26 -0.88 1.01 0.398
H 3.2551 2.4181 1.7763 0.13 -0.07 0.18 0.310
H 0.2771 0.7892 3.3154 -0.18 0.14 -0.02 0.313
O -1.6494 0.7545 -4.2847 -0.12 0.13 -0.05 -0.521
H 4.1173 -0.6354 2.4193 0.14 0.13 0.19 0.336
H 3.2770 -1.8601 1.4885 -0.15 -0.15 -0.01 0.296
H 2.7654 2.1953 0.1106 0.08 0.03 -0.19 0.326
N -0.1854 -0.2168 -0.2839 0.04 -0.28 -0.03 0.252
C -1.8428 0.2244 -3.0461 0.51 -0.60 0.21 0.996
H -0.4693 0.7650 -0.3738 0.13 0.01 0.03 0.282
C -2.4700 -1.0844 -0.6151 0.43 0.45 -0.81 -0.147
H -0.5976 -2.1056 -1.0112 0.05 0.28 0.09 0.476
H -3.7375 1.2592 -2.7541 -0.13 0.06 0.04 0.302
H -4.3218 0.0479 -0.7037 -0.13 0.13 -0.01 0.424
C -1.0334 -1.1089 -1.1193 -0.32 -0.08 -0.05 0.056
H 4.1774 -0.6030 0.6684 0.12 0.07 -0.22 0.320
O -3.1760 -2.6433 1.1690 0.18 0.54 -0.58 -0.389
C 2.4400 2.0834 1.1414 -0.38 -0.63 -0.15 -1.043
C 3.5356 -0.8070 1.5192 -0.49 0.46 0.01 -1.037
H -2.4170 1.2794 -4.5415 0.09 -0.09 0.04 0.290
C 1.1781 0.1877 3.2457 0.14 -0.05 -0.70 -1.069
H 0.9152 -0.8325 3.5032 -0.05 -0.23 0.03 0.333
```
Forces are in eV/Å.

Energy above the lowest of the compared OMol25 structures with the same formula, charge and spin in kJ/mol: 0.0
E_HOMO in Eh: -0.271
E_LUMO in eV: 0.276
Max |F| in eV Å⁻¹: 1.4



(4)
Density functional theory data (wB97M-V/def2-TZVPD) for the molecule C11H15NO4.

Geometry as XYZ:
```
31
Properties=species:S:1:pos:R:3:forces:R:3:mulliken_charge:R:1
C -0.2044 0.7281 -3.1903 -0.30 -0.01 -0.15 0.621
H -1.0117 -3.5692 0.6770 0.01 -0.01 0.04 0.313
C 2.7033 2.2265 -1.9263 -0.30 -0.33 -0.13 -1.148
H -0.2478 1.7519 4.1413 0.00 0.05 -0.01 0.326
C -0.8136 -3.3683 1.7252 0.04 0.09 0.19 -1.330
H 1.9486 1.6156 -3.8716 0.08 -0.13 0.19 0.363
H 0.1277 -3.8308 2.0192 0.06 -0.06 0.02 0.306
C -1.1978 -0.9859 -0.3886 -0.13 0.07 0.03 0.659
C 2.0980 1.2004 -2.8696 0.40 0.29 -0.34 -0.304
H 3.6860 2.5159 -2.2867 0.11 0.05 -0.02 0.392
C -1.4571 0.2360 -2.4801 -0.03 -0.11 -0.08 -0.726
H -1.6474 -0.7938 -2.8071 0.01 0.24 -0.03 0.354
O 0.8327 0.7760 -2.3562 0.16 -0.02 0.37 -0.252
H -0.9724 0.4490 5.0999 -0.03 0.05 0.09 0.303
C -0.2218 0.6862 4.3471 -0.02 -0.39 -0.07 -1.291
O -1.3438 -2.0550 -0.9554 0.04 -0.21 -0.13 -0.722
H 2.0736 3.1113 -1.8726 -0.03 0.10 0.00 0.305
H 2.7352 0.3133 -2.9392 -0.12 0.09 -0.03 0.287
H -0.7906 1.3498 1.4991 0.00 0.25 0.02 0.367
C -0.7357 0.3308 1.8257 0.11 -0.21 0.56 -0.624
H 0.7541 0.4235 4.7533 0.06 0.05 0.07 0.306
H -1.0672 1.0493 -0.5854 0.00 -0.14 0.03 0.227
H -2.3005 0.8604 -2.7929 0.17 -0.09 -0.04 0.336
H 2.8010 1.8045 -0.9292 0.06 0.01 0.11 0.287
C -0.7502 -1.9013 1.9260 -0.21 0.16 -1.11 -0.127
C -0.4848 -0.0742 3.0973 -0.06 0.90 -0.44 0.222
N -1.3326 0.1974 -1.0501 -0.15 0.27 -0.06 -0.137
O -0.4922 -1.4284 3.1591 0.03 -0.19 0.23 -0.392
O -0.1703 1.0359 -4.3519 -0.09 -0.06 -0.01 -0.605
C -0.9128 -0.8563 1.0462 0.18 -0.65 0.69 1.381
H -1.6056 -3.7987 2.3369 -0.05 -0.07 0.04 0.303
```
Forces are in eV/Å.

Energy above the lowest of the compared OMol25 structures with the same formula, charge and spin in kJ/mol: 0.0
E_HOMO in Eh: -0.312
E_LUMO in eV: 0.641
Max |F| in eV Å⁻¹: 1.1